[1]
Entry from the Open Molecules 2025 dataset: a cluster of 2 separate species, C2HN3O2 in total at a distorted geometry (ωB97M-V with the def2-TZVPD basis set).

Computed properties:
Energy above the lowest of the compared OMol25 structures with the same formula, charge and spin ... 96.70 kcal/mol
LUMO level ... -0.39 eV
HOMO energy ... -11.527 eV
Orbital gap ... 11.14 eV
E ... -391.4467 hartree
Spin multiplicity ... 1
SMILES ... O=C=NC=O.N#N

Each line ends with the Mulliken charge.
Element x y z (Å)
O  -0.406  -1.165  2.198  -0.4797
C  -0.135  -0.096  1.525  0.7869
N  0.367  0.854  0.934  -0.3828
C  0.841  1.124  -0.492  0.0155
O  0.670  0.651  -1.586  -0.3859
H  1.499  1.831  -0.460  0.4489
N  -1.898  -1.553  -1.508  -0.0754
N  -0.938  -1.646  -0.611  0.0725

=====

[2]
Entry from the Open Molecules 2025 dataset: a cluster of 21 separate species, C9H58N2O22 in total at a distorted geometry (ωB97M-V with the def2-TZVPD basis set).

Computed properties:
Energy above the lowest of the compared OMol25 structures with the same formula, charge and spin ... 14.33 kcal/mol
LUMO level ... -0.66 eV
HOMO energy ... -8.124 eV
Orbital gap ... 7.47 eV
E ... -2142.3631 hartree
Spin multiplicity ... 1

Each line ends with the Mulliken charge.
Element x y z (Å)
O  -0.309  3.939  -1.067  -0.9454
O  -0.647  0.647  2.129  -0.4027
C  -0.381  2.724  -1.264  0.9744
C  -1.255  0.411  1.059  -0.8310
N  -2.524  0.097  0.951  0.0025
N  0.056  1.923  -0.331  0.5609
C  -1.263  2.154  -2.405  -1.0206
C  -3.480  0.011  2.047  -0.7612
C  3.124  -1.453  -0.961  -1.3168
C  0.276  -1.969  -0.131  -1.0223
C  1.998  -0.413  -1.074  -0.8034
C  -0.420  0.471  -0.236  -0.7229
C  0.772  -0.531  -0.164  1.8307
H  -2.928  -0.010  0.079  0.4729
H  0.787  2.173  0.303  -0.0248
H  -1.527  2.927  -3.113  0.2351
H  -2.115  1.706  -2.045  0.2937
H  -0.615  1.441  -2.918  0.2653
H  -3.661  -1.103  2.185  0.1258
H  -4.424  0.584  1.758  0.3916
H  -3.051  0.562  2.878  0.1799
H  3.447  -1.544  0.067  0.6684
H  3.998  -1.180  -1.471  -0.0854
H  2.888  -2.452  -1.272  0.2691
H  0.272  -2.420  -1.067  -0.2993
H  -0.738  -1.928  0.258  0.4396
H  1.012  -2.529  0.500  0.3409
H  1.600  -0.608  -2.062  0.2174
H  2.393  0.606  -1.098  0.4591
H  -1.040  0.102  -1.061  0.8044
H  1.248  -0.252  0.806  -0.2745
O  4.711  -3.638  -3.031  -0.6377
H  5.463  -3.425  -3.722  0.3333
H  5.113  -3.597  -2.113  0.3031
O  2.829  -1.078  3.167  -0.7759
H  3.454  -1.855  3.410  0.3081
H  1.911  -1.507  2.835  0.4543
O  2.057  -2.654  -4.093  -0.6731
H  2.163  -1.637  -4.208  0.3688
H  3.058  -2.984  -3.963  0.3093
O  -0.677  -0.067  4.839  -0.7726
H  0.087  -0.706  5.116  0.2854
H  -0.718  -0.263  3.824  0.4280
O  4.432  0.516  1.553  -0.7377
H  3.980  -0.306  2.025  0.3910
H  5.439  0.370  1.457  0.3034
O  -1.895  2.706  -5.634  -0.6727
H  -2.643  3.044  -5.029  0.3478
H  -1.019  3.279  -5.576  0.3465
O  -0.119  2.905  3.355  -0.7539
H  -0.081  1.954  2.918  0.4710
H  0.733  3.046  3.862  0.3073
O  -3.091  0.977  5.585  -0.7204
H  -3.623  0.105  5.622  0.3186
H  -2.174  0.706  5.293  0.3905
O  -0.651  -2.086  -3.605  -0.6237
H  0.411  -2.308  -3.728  0.3527
H  -0.922  -1.654  -4.507  0.2801
O  6.490  -0.413  -1.617  -0.6471
H  5.650  -0.968  -1.487  0.4905
H  7.282  -1.065  -1.786  0.3097
O  2.524  2.554  1.346  -0.6089
H  2.650  2.955  2.294  0.2774
H  3.229  1.806  1.355  0.3409
O  0.143  4.966  1.286  -0.7691
H  0.299  4.156  1.965  0.3215
H  -0.099  4.509  0.384  0.5125
O  -2.389  5.445  -1.715  -0.7345
H  -3.180  5.264  -1.073  0.3036
H  -1.580  4.991  -1.293  0.4306
O  -4.105  0.255  -1.262  -0.6958
H  -4.832  -0.153  -0.669  0.2705
H  -4.038  -0.338  -2.073  0.3426
O  0.447  -5.050  -2.131  -0.6918
H  1.338  -5.406  -2.458  0.3139
H  0.340  -4.091  -2.426  0.3421
O  -6.340  -0.506  0.259  -0.6421
H  -6.463  -1.532  0.294  0.3177
H  -7.294  -0.052  0.237  0.3080
O  -4.428  2.767  3.919  -0.6587
H  -5.376  2.590  4.236  0.2795
H  -3.846  2.112  4.489  0.3968
O  2.232  -0.005  -4.812  -0.6952
H  1.457  0.501  -5.315  0.3199
H  2.913  -0.310  -5.534  0.3401
O  -1.674  -3.586  2.472  -0.6939
H  -2.681  -3.451  2.423  0.3053
H  -1.397  -4.219  1.671  0.3541
O  0.483  -2.160  3.301  -0.5227
H  -0.293  -2.634  2.808  0.2457
H  0.821  -2.863  3.983  0.2841

=====

[3]
Entry from the Open Molecules 2025 dataset: a structure of composition C7H16O2 at a distorted geometry (ωB97M-V with the def2-TZVPD basis set).

Computed properties:
Energy above the lowest of the compared OMol25 structures with the same formula, charge and spin ... 123.65 kcal/mol
LUMO level (spin up / spin down) ... 0.50 / 0.50 eV
HOMO energy (spin up / spin down) ... -7.775 / -7.774 eV
Orbital gap (spin up / spin down) ... 8.28 / 8.28 eV
E ... -426.6188 hartree
Spin multiplicity ... 1

Each line ends with the Mulliken charge.
Element x y z (Å)
C  -0.058  -1.648  -0.609  0.1912
C  -0.256  1.783  0.704  0.2939
C  1.215  -0.670  1.088  -0.6311
C  1.196  0.679  1.495  -0.5657
C  -1.502  -1.956  -1.004  -1.5560
C  0.419  2.866  -0.103  -1.5188
C  -1.166  0.930  -0.023  -0.5772
O  0.577  -1.272  -1.802  -0.4664
O  0.503  -2.816  -0.062  -0.4995
H  1.528  -1.246  -1.646  0.3787
H  0.259  -3.574  -0.618  0.3512
H  -0.607  2.118  1.675  0.3886
H  0.754  -1.406  1.732  0.3179
H  2.074  -1.000  0.518  0.3161
H  0.949  0.843  2.539  0.3106
H  2.023  1.296  1.159  0.2936
H  -2.092  -2.182  -0.118  0.3188
H  -1.968  -1.147  -1.561  0.3503
H  -1.496  -2.821  -1.680  0.5128
H  -0.324  3.583  -0.467  0.3621
H  -2.149  0.823  0.435  0.3255
H  1.164  3.414  0.474  0.4242
H  0.908  2.438  -0.980  0.3428
H  -1.229  1.129  -1.092  0.3985
H  -0.720  -0.162  -0.053  -0.0621

=====

[4]
Entry from the Open Molecules 2025 dataset: an isolated molecule of C5H14N2 at a distorted geometry (ωB97M-V with the def2-TZVPD basis set).

Computed properties:
Energy above the lowest of the compared OMol25 structures with the same formula, charge and spin ... 61.29 kcal/mol
LUMO level ... 1.10 eV
HOMO energy ... -8.147 eV
Orbital gap ... 9.25 eV
E ... -308.3254 hartree
Spin multiplicity ... 1
SMILES ... C[C@H](N)CN(C)C

Each line ends with the Mulliken charge.
Element x y z (Å)
C  1.271  1.817  -0.084  -1.2018
C  0.069  1.239  0.677  0.2345
N  0.152  1.465  2.175  -0.6944
C  -0.029  -0.406  0.693  -1.1252
N  -0.580  -0.770  -0.595  0.1257
C  -1.887  -1.507  -0.749  -1.0123
C  0.392  -1.444  -1.455  -0.9060
H  1.729  0.997  -0.782  0.1674
H  1.002  2.623  -0.667  0.3183
H  2.080  2.191  0.520  0.3460
H  -0.903  1.516  0.348  0.4678
H  1.143  1.067  2.428  0.2704
H  0.180  2.481  2.406  0.2510
H  0.961  -0.785  1.042  0.4283
H  -0.610  -0.832  1.480  0.4862
H  -2.732  -1.094  -0.116  0.3250
H  -1.680  -2.627  -0.699  0.3095
H  -2.235  -1.293  -1.730  0.3635
H  1.127  -0.695  -1.381  0.1731
H  0.620  -2.509  -1.033  0.3458
H  -0.071  -1.436  -2.478  0.3273

=====

- Which value of spin multiplicity does entry 4 give?
  1